{"formula": "C41H45HgNP2", "method": "ωB97M-V/def2-TZVPD", "species": ["Hg", "C", "C", "C", "C", "C", "C", "C", "C", "C", "H", "H", "H", "H", "H", "H", "H", "H", "H", "H", "H", "H", "H", "H", "H", "P", "P", "C", "C", "C", "C", "C", "C", "C", "C", "C", "C", "C", "C", "C", "C", "C", "C", "C", "C", "C", "C", "C", "C", "C", "C", "C", "C", "H", "H", "H", "H", "H", "H", "H", "H", "H", "H", "H", "H", "H", "H", "H", "H", "H", "H", "H", "H", "H", "H", "C", "C", "C", "C", "C", "C", "N", "H", "H", "H", "H", "H", "H", "H", "H"], "positions_angstrom": [[0.20112, 0.05923, -0.09359], [-1.89956, 0.83498, -7.49912], [-1.92445, -0.43104, -7.06133], [-1.05796, -1.56088, -7.53541], [0.27774, -1.17252, -8.20913], [1.20287, -0.34642, -7.36471], [1.23182, 0.99133, -7.23636], [0.35968, 1.98049, -7.94455], [-0.97909, 1.45359, -8.51196], [1.59446, 0.61911, 1.49749], [-2.66264, 1.53011, -7.11727], [-2.71591, -0.72573, -6.35753], [-1.62680, -2.17950, -8.25226], [-0.84001, -2.22344, -6.68332], [0.80365, -2.11842, -8.41911], [0.07159, -0.72062, -9.18342], [1.97165, -0.93421, -6.84400], [2.03133, 1.44417, -6.63650], [0.92331, 2.42914, -8.78131], [0.13923, 2.81391, -7.25992], [-1.50654, 2.33129, -8.92114], [-0.77966, 0.79816, -9.36451], [1.30793, 1.58028, 1.94040], [2.62922, 0.65260, 1.13854], [1.50724, -0.16203, 2.26080], [-1.55772, -0.57890, -1.91064], [1.72356, -0.00756, -2.02490], [-0.56537, -0.78064, -3.39130], [0.79108, -0.62247, -3.42735], [-2.50606, -2.11477, -1.63562], [-2.86907, -2.91889, -2.73408], [-3.61331, -4.08024, -2.53018], [-3.97100, -4.47151, -1.23929], [-3.61228, -3.68318, -0.13652], [-2.90866, -2.49423, -0.34117], [-2.76750, 0.77580, -2.13495], [-2.32423, 2.11761, -2.12047], [-3.23754, 3.15230, -2.32326], [-4.58889, 2.86562, -2.55207], [-5.03168, 1.53748, -2.55982], [-4.13207, 0.49622, -2.33129], [3.17377, -1.03362, -1.63722], [3.01028, -2.31511, -1.06297], [4.12731, -3.10255, -0.78852], [5.41249, -2.63596, -1.09328], [5.57961, -1.35543, -1.63741], [4.47101, -0.54436, -1.88234], [2.25663, 1.70739, -2.29677], [2.43178, 2.63512, -1.24649], [2.87996, 3.92611, -1.53491], [3.13861, 4.30246, -2.85939], [2.94725, 3.38730, -3.89875], [2.49417, 2.09981, -3.62467], [-1.12497, -1.04351, -4.30438], [1.34801, -0.88450, -4.34405], [-2.57226, -2.61875, -3.74323], [-3.90505, -4.68623, -3.38837], [-4.53336, -5.39262, -1.08341], [-3.87911, -3.99297, 0.87362], [-2.66228, -1.85328, 0.50833], [-1.26872, 2.35190, -1.94691], [-2.89715, 4.18871, -2.31582], [-5.29825, 3.67312, -2.73767], [-6.08008, 1.30844, -2.74955], [-4.48557, -0.53856, -2.30772], [2.01002, -2.68796, -0.82368], [4.00409, -4.09145, -0.34388], [6.28271, -3.26930, -0.91938], [6.57869, -0.99169, -1.87889], [4.60505, 0.47248, -2.25891], [2.21340, 2.34496, -0.21532], [3.02593, 4.64442, -0.72876], [3.48863, 5.31212, -3.07785], [3.14558, 3.67620, -4.93150], [2.31776, 1.38857, -4.43501], [-2.48793, 1.10502, 2.04838], [-1.99083, -0.20342, 2.50958], [-2.40083, -0.95698, 3.64028], [-1.61922, -2.12656, 3.64170], [-0.76328, -2.03323, 2.51414], [0.25760, -2.99908, 2.07441], [-1.02402, -0.88244, 1.84492], [-2.35310, 1.86018, 2.83266], [-3.56094, 1.05177, 1.81785], [-1.95212, 1.42637, 1.14359], [-3.15924, -0.65807, 4.34193], [-1.62840, -2.94422, 4.34214], [0.98044, -3.17746, 2.88156], [-0.20708, -3.96574, 1.83630], [0.79259, -2.62804, 1.18714]], "forces_ev_per_angstrom": [[-0.6, -0.1, 1.9], [-0.5, -0.3, 0.5], [-0.3, 0.4, -0.3], [0.3, -0.2, 0.0], [-0.1, -0.7, -0.2], [0.4, 0.7, 0.3], [0.3, -0.8, -0.2], [-0.4, 0.3, -0.1], [0.1, 0.6, -0.4], [0.0, 0.4, 0.1], [0.4, -0.4, 0.1], [0.3, 0.2, -0.2], [0.1, 0.1, 0.3], [0.0, 0.1, -0.1], [-0.2, 0.3, 0.0], [0.2, -0.2, 0.3], [-0.3, 0.3, 0.0], [-0.3, -0.3, -0.1], [-0.1, -0.1, 0.3], [0.1, -0.2, -0.1], [0.2, -0.3, 0.0], [-0.2, 0.3, 0.2], [0.2, -0.2, 0.0], [-0.1, 0.1, 0.0], [-0.1, 0.2, -0.2], [-0.3, 0.7, 1.9], [0.4, -0.4, 0.8], [0.9, 0.1, -0.8], [-0.7, -0.3, -1.0], [-0.3, -0.4, -0.6], [0.0, 0.1, 0.3], [0.1, 0.0, -0.1], [0.1, 0.2, 0.3], [0.0, 0.0, -0.6], [0.2, 0.3, 0.0], [-0.3, 0.2, -0.5], [-0.3, -0.4, 0.0], [-0.1, -0.2, -0.1], [0.1, -0.3, -0.1], [0.2, 0.2, 0.1], [0.3, 0.1, 0.0], [0.6, -0.1, -0.5], [0.0, 0.4, -0.2], [0.2, 0.1, -0.1], [-0.3, 0.3, -0.2], [-0.1, -0.2, 0.2], [-0.2, -0.3, 0.1], [0.1, 0.1, -0.7], [0.0, -0.3, -0.2], [0.0, -0.1, -0.4], [0.0, -0.2, 0.1], [-0.1, 0.1, 0.0], [0.1, 0.2, 0.3], [0.6, -0.1, 0.3], [-0.6, 0.1, 0.2], [-0.2, -0.2, 0.3], [0.1, 0.1, 0.2], [0.1, 0.2, -0.1], [0.1, 0.2, -0.3], [0.1, -0.2, -0.1], [-0.3, -0.1, -0.1], [-0.1, -0.3, 0.0], [0.2, -0.2, 0.1], [0.2, 0.1, 0.1], [0.1, 0.4, -0.1], [0.3, 0.1, -0.1], [0.0, 0.3, -0.1], [-0.2, 0.2, 0.0], [-0.2, -0.1, 0.1], [0.0, -0.4, 0.0], [0.1, 0.1, -0.4], [-0.1, -0.2, -0.2], [-0.1, -0.3, 0.0], [-0.1, 0.0, 0.3], [0.1, 0.3, 0.2], [-0.4, 0.5, -0.1], [-0.2, -1.5, 1.1], [0.4, 0.7, -1.1], [0.8, 0.1, -1.1], [-1.5, 0.4, 1.1], [0.3, -0.5, -0.1], [0.1, -0.2, -0.4], [0.0, 0.1, -0.3], [0.1, 0.2, -0.1], [-0.2, 0.1, 0.2], [-0.1, 0.0, 0.2], [-0.1, -0.1, 0.2], [0.1, 0.0, -0.3], [0.2, 0.0, -0.1], [-0.1, -0.1, 0.2]], "max_force_ev_per_a": 2.03, "orbital_gap_ev": 5.1, "energy_ev": -67485.3509, "relative_energy_kcal_mol": 0.0, "spin_multiplicity": 1}

***

{"formula": "C20H48BCl2CsFN6NaO12S", "method": "ωB97M-V/def2-TZVPD", "species": ["N", "C", "C", "C", "N", "N", "C", "N", "O", "B", "O", "O", "H", "H", "H", "H", "H", "H", "H", "H", "C", "C", "C", "O", "H", "H", "H", "H", "H", "H", "H", "H", "F", "C", "C", "N", "C", "C", "C", "C", "H", "H", "H", "H", "H", "H", "H", "H", "H", "H", "H", "H", "H", "H", "H", "C", "C", "C", "S", "O", "O", "C", "H", "H", "H", "H", "H", "H", "H", "H", "O", "H", "H", "C", "C", "O", "N", "C", "H", "H", "H", "H", "H", "H", "H", "Cs", "Cl", "Na", "O", "Cl", "O", "O", "O"], "positions_angstrom": [[4.39849, -3.51987, 3.69744], [4.59241, -3.12036, 2.37895], [3.34203, -2.60336, 1.39625], [2.65251, -1.33071, 2.22283], [1.37226, -1.62269, 2.97219], [1.06282, -0.39288, 3.56724], [2.10004, 0.68412, 3.21621], [3.16857, 0.09153, 2.30834], [4.24968, 0.63424, 1.72200], [5.47609, 0.45651, 2.52262], [5.56688, 0.33725, 3.99029], [6.76906, 0.44801, 1.75758], [3.37128, -3.43979, 3.92711], [5.68669, -3.11189, 1.95799], [3.74014, -2.18734, 0.37004], [2.57958, -3.45613, 1.14154], [0.21972, -0.26487, 4.19527], [2.09817, 1.79720, 3.57869], [5.00205, -0.40650, 4.35362], [7.51640, 0.10650, 2.35196], [-0.05821, 1.18735, -0.34662], [0.09886, 2.52238, 0.36374], [0.37042, 3.64664, -0.62300], [1.17625, 2.43896, 1.29298], [0.85661, 0.92156, -0.88813], [-0.24086, 0.38558, 0.37687], [-0.88976, 1.21391, -1.05757], [-0.80941, 2.74473, 0.93431], [1.30044, 3.46805, -1.17432], [0.49349, 4.59927, -0.09663], [-0.44830, 3.74698, -1.34222], [1.98709, 2.24167, 0.79521], [6.71024, -1.49555, 3.46841], [-3.64390, 8.14680, -4.80281], [-3.94418, 7.92994, -3.32246], [-3.76585, 6.54435, -2.88385], [-4.34354, 6.27307, -1.56388], [-3.74319, 7.00405, -0.36772], [-2.45070, 5.94855, -3.12347], [-1.23500, 6.65305, -2.52989], [-4.22297, 7.45978, -5.42960], [-3.91258, 9.16891, -5.09155], [-2.58168, 8.01330, -5.02833], [-4.99064, 8.21927, -3.16733], [-3.33664, 8.62364, -2.73106], [-4.31601, 5.19407, -1.36752], [-5.41413, 6.51912, -1.60553], [-2.76706, 6.59867, -0.09695], [-4.39368, 6.87671, 0.50506], [-3.64262, 8.07895, -0.54260], [-2.30131, 5.87453, -4.20754], [-2.45260, 4.90487, -2.78384], [-1.24552, 7.73167, -2.70706], [-0.32243, 6.25834, -2.99082], [-1.14849, 6.47617, -1.45634], [-3.24478, -5.45602, 2.55406], [-2.60361, -4.33175, 3.36617], [-1.09230, -4.55423, 3.34385], [-0.73682, -5.41794, 1.82093], [-0.24775, -6.74145, 2.14536], [-0.02888, -4.52825, 0.92218], [-2.42731, -5.55886, 1.27503], [-4.29876, -5.25386, 2.34222], [-3.18575, -6.39681, 3.11430], [-2.84122, -3.36624, 2.90328], [-2.98379, -4.30608, 4.39218], [-0.54607, -3.60772, 3.36065], [-0.76846, -5.18615, 4.17540], [-2.57217, -6.50306, 0.74732], [-2.63432, -4.71774, 0.60666], [7.58250, -3.91981, 3.76918], [7.64623, -4.87849, 3.89542], [6.62888, -3.75122, 3.73503], [-0.77716, -3.31506, -2.44360], [-1.98579, -4.20446, -2.54097], [-3.09072, -3.86028, -2.12498], [-1.82415, -5.43174, -3.11546], [-0.61406, -6.00477, -3.65655], [-1.05149, -2.37103, -1.96566], [-0.00614, -3.79894, -1.83736], [-0.39271, -3.09781, -3.44418], [-2.67627, -5.97923, -3.14932], [-0.78759, -6.23382, -4.71075], [-0.40366, -6.93014, -3.11510], [0.24016, -5.33243, -3.56876], [-1.41413, -5.04860, 5.98845], [-3.81413, -5.69395, -0.82783], [0.68587, 2.08191, 4.30321], [1.12752, -2.48558, -4.20042], [2.18584, -1.50448, -4.05932], [2.53877, -0.98290, -5.36540], [3.34790, -2.12997, -3.45855], [1.72931, -0.41933, -3.21277]], "forces_ev_per_angstrom": [[-0.3, 1.8, -5.9], [-0.7, -1.0, 3.8], [0.8, 1.3, 0.4], [-2.0, -1.5, 0.3], [5.0, 3.8, -2.1], [4.7, 3.1, -1.9], [0.9, -2.8, -1.0], [-7.2, -3.2, 4.0], [-0.6, -0.5, 0.8], [6.7, -1.8, 2.1], [-3.5, 1.5, -2.9], [-3.7, 0.9, 2.2], [1.0, -0.1, -0.4], [-2.2, 0.1, 0.9], [-0.7, -0.7, 2.1], [1.1, 1.9, 0.9], [1.3, -0.5, -1.1], [2.1, -3.3, -2.1], [1.6, 0.9, -0.8], [-2.0, 0.0, -0.5], [0.0, -0.1, 0.2], [-0.3, -0.2, -1.3], [0.0, 0.3, 0.1], [0.5, 0.0, 1.2], [-0.1, 0.1, -0.2], [-0.1, 0.0, 0.0], [0.2, -0.1, 0.1], [0.2, 0.0, 0.2], [-0.2, -0.1, 0.0], [-0.1, -0.1, -0.1], [0.2, 0.0, 0.1], [-0.3, 0.1, 0.0], [-0.1, -1.0, -0.8], [0.1, 0.0, -0.1], [0.0, -0.2, -0.2], [-0.2, -0.3, 0.3], [-0.3, 0.1, -0.3], [0.0, 0.0, 0.4], [-0.1, 0.1, -0.4], [0.4, 0.0, 0.1], [0.1, 0.0, 0.1], [0.1, -0.1, 0.1], [-0.1, 0.0, 0.0], [0.1, -0.2, 0.2], [0.1, 0.2, 0.0], [0.1, 0.1, -0.2], [0.2, 0.1, -0.2], [0.0, 0.1, 0.0], [0.0, 0.0, -0.1], [0.0, -0.1, 0.0], [-0.1, 0.1, 0.1], [-0.3, 0.2, 0.1], [0.0, -0.1, 0.0], [-0.1, 0.0, 0.0], [0.0, 0.1, 0.0], [-0.1, -0.2, 0.0], [-0.2, 0.2, -0.3], [0.4, 0.7, -0.2], [-0.8, -0.5, -2.0], [0.5, 0.5, 0.5], [0.4, -0.4, 0.9], [0.8, 0.2, 1.6], [0.2, -0.1, -0.1], [-0.1, -0.1, 0.0], [0.1, -0.2, 0.1], [-0.6, 0.4, -0.5], [0.3, -0.1, 0.1], [0.9, 0.1, -3.6], [0.3, 0.3, 0.1], [0.3, -0.2, 0.2], [0.0, -1.0, 0.0], [0.0, 0.2, 0.0], [0.4, 0.5, 0.3], [-0.4, -0.2, 0.1], [-0.2, -0.1, -0.2], [0.8, 1.4, -1.1], [-0.2, 0.8, 0.1], [-0.3, -0.1, 0.0], [-0.1, -0.2, -0.1], [0.1, 0.1, -0.2], [-0.2, -0.2, 0.6], [0.2, 0.1, 0.2], [0.3, -0.1, 0.0], [0.2, -0.1, -0.1], [-0.2, 0.0, 0.0], [-0.6, -0.6, 5.3], [-2.6, -1.9, -0.6], [-2.6, 1.5, 1.0], [0.8, 0.4, -0.3], [0.6, 0.0, -0.9], [-0.2, -0.1, 0.6], [-0.3, 0.1, 0.1], [-0.1, 0.1, 0.3]], "max_force_ev_per_a": 8.86, "orbital_gap_ev": 1.5, "energy_ev": -99243.2267, "spin_multiplicity": 1}

***

Record-wise molecular weight values, in g/mol: 814.4 853.3